{"formula": "C19H19FeO3", "method": "ωB97M-V/def2-TZVPD", "symbols": ["C", "C", "C", "C", "C", "C", "C", "C", "C", "H", "H", "H", "H", "H", "H", "H", "H", "H", "H", "H", "O", "C", "Fe", "C", "O", "C", "O", "C", "C", "C", "C", "C", "C", "C", "H", "H", "H", "H", "H", "H", "H", "H"], "positions_angstrom": [[2.499825, 1.933028, -0.325423], [1.527904, 1.174623, 0.599256], [2.212559, -0.065781, 1.205423], [1.013973, 2.091639, 1.735233], [0.609313, 1.541125, 2.960166], [-0.105680, 2.326660, 3.886624], [-0.238200, 3.705744, 3.670409], [0.222130, 4.271235, 2.469417], [0.927131, 3.476415, 1.549331], [1.970730, 2.537840, -1.076102], [3.136666, 2.595844, 0.266591], [3.113757, 1.222403, -0.898784], [1.456794, -0.796297, 1.565143], [2.775568, -0.611615, 0.419873], [2.867007, 0.247742, 2.036655], [0.810377, 0.480908, 3.190454], [-0.369816, 1.885258, 4.863750], [-0.836094, 4.296966, 4.364507], [0.208874, 5.362497, 2.357466], [1.379309, 3.958749, 0.673989], [-1.872958, -5.356067, -3.649895], [-2.017922, -4.469026, -2.929010], [-2.561223, -3.303797, -1.689385], [-4.240366, -3.698133, -2.361341], [-5.271284, -4.045878, -2.705460], [-2.632527, -4.499366, -0.423524], [-2.796947, -5.441992, 0.235780], [-0.600921, -0.136184, -2.812080], [0.568993, 0.345608, -1.953433], [0.380080, 0.429543, -0.481004], [-0.345629, -0.620551, 0.165738], [-0.683698, -1.877808, -0.301689], [-0.760930, -2.386106, -1.666316], [-0.990748, -1.434766, -2.833492], [-1.021375, 0.626130, -3.508607], [1.444584, -0.290079, -2.167129], [0.815087, 1.355827, -2.285358], [0.157738, 1.454327, -0.136860], [-0.465087, -0.456731, 1.230653], [-0.848447, -2.665345, 0.461730], [-0.103532, -3.266776, -1.890928], [-1.335014, -1.897813, -3.812369]], "atomic_forces_ev_per_a": [[-0.27, -0.36, -0.28], [2.48, 0.06, 2.17], [0.11, -0.43, -0.08], [1.14, -2.37, -2.10], [-1.55, 0.03, 1.77], [1.61, -1.67, -0.22], [-1.19, 0.76, 0.06], [1.40, -0.44, -0.39], [-1.19, 2.36, 0.04], [0.11, 0.08, 0.34], [-0.02, -0.16, -0.09], [-0.07, 0.18, 0.20], [0.74, 0.59, 0.08], [-0.10, 0.35, 0.39], [-0.06, -0.30, -0.35], [-0.23, 0.63, -0.06], [0.01, 0.23, -0.59], [0.23, -0.01, -0.11], [-0.12, -0.40, -0.15], [-0.24, -0.15, 0.35], [0.25, 0.51, 0.04], [0.03, -1.72, -0.69], [-1.24, -0.12, -1.32], [0.11, 1.65, 0.87], [-0.27, -0.54, -0.32], [-0.83, -2.39, 1.60], [0.39, 1.05, -0.35], [-0.18, 0.33, -0.11], [0.40, 0.20, -0.53], [-1.91, 0.46, 0.54], [0.17, 0.92, 0.32], [0.15, -1.24, -0.88], [2.19, 2.43, -0.68], [0.78, -0.95, 0.02], [0.50, -0.90, 0.22], [-0.20, 0.01, -0.18], [0.13, -0.20, -0.25], [-2.18, -0.22, -0.80], [-0.25, -0.03, 0.08], [0.31, 0.62, -0.34], [-1.00, 0.47, 0.37], [-0.17, 0.68, 1.40]], "total_charge": -1, "s_squared": 6.09, "multiplicity": 5, "homo_ev": [-0.23, -4.94]}